[1]
Formula: H36O18
Source: OMol25
Level of theory: wB97M-V/def2-TZVPD

```
54
Properties=species:S:1:pos:R:3:lowdin_charge:R:1
O -4.3837 2.0343 1.0547 -0.032
H -4.2961 2.7292 1.7072 0.032
H -5.0203 2.3743 0.4260 0.059
O 3.6600 3.7926 -0.8547 -0.046
H 4.1488 4.4037 -1.4059 0.043
H 3.2030 3.2236 -1.4741 -0.003
O -2.6326 4.5821 1.5708 -0.042
H -3.4531 4.8439 1.9886 0.028
H -2.0316 4.4258 2.2991 0.042
O 0.7222 -3.4434 -1.1282 -0.018
H 1.4447 -3.8422 -1.6132 0.077
H 0.5479 -4.0540 -0.4120 0.043
O -2.3654 0.2163 1.6966 -0.045
H -3.0645 0.8483 1.5292 -0.002
H -1.7663 0.3197 0.9573 -0.008
O 3.7202 1.5735 -2.7960 -0.034
H 3.7130 1.5696 -3.7531 0.052
H 4.6350 1.7326 -2.5635 0.054
O -0.4531 0.5335 -0.2125 -0.055
H 0.0357 -0.0575 -0.7852 -0.006
H 0.2210 1.0146 0.2674 0.051
O 0.9497 -0.8975 -1.9296 -0.031
H 0.7670 -1.7123 -1.4617 0.007
H 1.7730 -1.0638 -2.3886 0.062
O -2.6184 -0.1074 -1.5537 -0.033
H -3.3097 0.2562 -1.0004 0.052
H -1.8540 0.4398 -1.3733 0.019
O -1.8462 -3.6182 0.2321 -0.024
H -2.7606 -3.3493 0.1436 0.072
H -1.4004 -3.1987 -0.5037 0.034
O 3.1172 -1.4820 1.4400 -0.055
H 3.1610 -0.6692 0.9363 -0.010
H 2.2408 -1.4788 1.8249 0.008
O -2.8300 -1.9436 3.1758 -0.064
H -2.5225 -2.6239 2.5768 -0.010
H -2.6873 -1.1242 2.7019 -0.039
O -2.5660 -1.1634 -3.9865 -0.069
H -2.3102 -0.5239 -4.6511 0.014
H -2.5660 -0.6701 -3.1662 -0.046
O 1.1654 0.0051 -5.0488 -0.042
H 0.2439 0.1849 -5.2354 0.028
H 1.1675 -0.3318 -4.1529 -0.009
O 0.0315 -3.5147 2.2019 -0.028
H -0.6740 -3.3646 1.5726 -0.005
H 0.6065 -4.1474 1.7713 0.060
O 2.4105 3.4612 2.8399 -0.049
H 2.6052 2.5501 3.0594 0.032
H 2.9348 3.9737 3.4552 0.030
O 1.2411 -2.3978 4.1099 -0.072
H 0.7543 -2.2421 4.9192 0.028
H 0.5865 -2.7318 3.4965 -0.052
O 2.3561 1.3243 0.0918 -0.029
H 2.4839 1.1644 -0.8432 0.011
H 2.7643 2.1760 0.2477 0.019
```

Summary:
E_tot: -1375.90506 hartree
LUMO: -0.14 eV
ΔE to the lowest compared entry with this formula, charge and spin: 214.92 kJ/mol
Orbital gap: 9.91 eV
Total charge: 0
E_HOMO: -10.042 eV

***

[2]
Formula: H36O18
Source: OMol25
Level of theory: wB97M-V/def2-TZVPD

```
54
Properties=species:S:1:pos:R:3:mulliken_spin:R:1
O 0.1964 -1.0651 -2.0646 0.001
H 0.5685 -0.8119 -2.8912 0.000
H 0.9670 -1.0229 -1.4392 0.001
O -0.1817 1.1729 1.9044 0.000
H 0.6517 1.5253 1.5185 0.000
H -0.1618 0.2623 1.6935 0.000
O 1.5172 2.4416 -3.5072 0.092
H 0.8152 2.6096 -2.9175 -0.006
H 2.5090 2.6087 -3.2422 -0.013
O 3.7436 2.1531 -1.9047 0.305
H 3.6032 1.1334 -2.0487 -0.024
H 4.6413 2.4007 -2.3597 -0.009
O -2.6528 2.2019 -1.3693 0.001
H -3.0081 2.0779 -0.5210 0.000
H -2.6568 1.3998 -1.6949 0.000
O -2.7607 -0.9391 -1.7104 0.000
H -2.6954 -1.0929 -2.6536 0.000
H -1.9246 -1.1434 -1.2986 0.000
O 2.5459 -1.2317 -0.2503 0.044
H 2.5654 -0.4988 0.3138 -0.002
H 1.5978 -1.5277 -0.0834 -0.004
O -2.6361 -1.2821 0.6585 0.000
H -3.5829 -1.4184 0.4276 0.000
H -2.7516 -0.3431 1.0016 0.000
O 0.9414 -0.7689 3.9179 0.000
H 0.2389 -0.1565 3.6069 0.000
H 0.4740 -0.7731 4.7601 0.000
O -0.1268 1.9514 -1.6280 0.002
H -1.0604 2.2897 -1.3495 0.000
H -0.1691 0.9529 -1.6220 0.000
O 3.4852 -0.2537 -2.5277 0.591
H 2.7107 -0.0079 -3.2164 -0.019
H 3.2605 -0.9043 -1.8102 -0.016
O 1.3978 -0.0465 -4.2123 0.038
H 1.5063 -0.1107 -5.1511 -0.001
H 1.4866 0.9927 -4.0114 -0.002
O -2.6355 1.2288 1.0454 0.000
H -1.7662 1.4093 1.2226 0.000
H -3.1650 1.6209 1.8368 0.000
O -2.6538 -2.5270 3.0364 0.000
H -1.7786 -2.8809 2.9975 0.000
H -2.8090 -2.1053 2.1619 0.000
O 0.0337 -2.7573 2.6700 0.000
H 0.5687 -1.9678 3.1881 0.000
H 0.5475 -3.4906 2.4981 0.000
O -0.0095 -1.1332 0.7288 0.001
H -0.8077 -1.3275 0.2792 0.000
H 0.0182 -1.8550 1.5227 0.000
O 1.7511 1.9487 0.1790 0.017
H 2.4545 2.1982 -0.3635 0.002
H 0.9912 2.0755 -0.3378 -0.002
O -1.6320 -0.7924 4.9756 0.000
H -2.0644 -1.4009 4.2582 0.000
H -2.0982 -1.0188 5.7829 0.000
```

Summary:
E_tot: -1375.50899 hartree
LUMO (spin up / spin down): -3.25 / -10.69 eV
ΔE to the lowest compared entry with this formula, charge and spin: 0.00 kJ/mol
Orbital gap (spin up / spin down): 9.98 / 2.54 eV
Total charge: +1
E_HOMO (spin up / spin down): -13.227 / -13.227 eV
Multiplicity: 2

***

[3]
Formula: H37O18
Source: OMol25
Level of theory: wB97M-V/def2-TZVPD

```
55
Properties=species:S:1:pos:R:3:lowdin_charge:R:1
O 1.4951 -2.9001 -4.1859 -0.058
H 4.5040 2.6337 1.6817 0.049
H 0.7821 -3.3739 -4.6178 0.026
O 0.8826 2.2727 3.2540 -0.057
H -5.4997 -3.3235 -1.3945 0.038
O -1.7803 -1.0316 -4.5757 -0.046
H -1.7643 -0.2742 -5.1718 0.060
H 2.7271 1.9608 -0.6168 -0.002
O 3.2743 -3.2893 2.3229 -0.036
H 1.8442 2.2765 3.3483 0.055
H 2.9003 -3.8294 1.6407 0.037
O -0.7111 -1.5889 0.0077 0.004
H -0.1610 -1.1773 -0.6693 0.087
H -1.5692 -1.4806 -0.4139 0.057
O -4.6521 -2.9798 -1.6907 -0.057
H -4.3437 -3.6304 -2.3262 0.036
H 2.9717 3.4966 -0.7892 0.038
O -0.5249 2.3576 -4.5629 -0.082
H 0.0882 2.0081 1.3053 0.019
H -1.9210 -0.4167 -2.9772 0.030
O 1.8238 2.0393 -4.0662 -0.004
H 1.9534 1.4775 -3.3058 0.056
H 1.9119 2.9554 -3.8026 0.073
O -2.7291 0.0876 3.6893 -0.087
H -3.0619 0.9982 3.5420 0.009
H -3.7390 -1.3739 0.7609 0.081
O 2.6213 2.7059 -1.1918 -0.045
H 0.3838 2.1161 -4.3669 -0.087
H 3.3163 -3.4882 3.2514 0.044
O -0.2997 -1.8178 2.3560 0.206
H 0.5665 -1.9124 2.7788 0.147
H -0.7136 -0.9505 2.4674 0.106
O 5.4765 -1.8000 0.6387 -0.055
H 5.4193 -2.4403 1.3520 0.015
H 4.9748 -2.1144 -0.1100 0.024
O 4.1788 2.0376 1.0061 -0.040
H -3.1432 -0.4686 3.0205 -0.007
H 4.5194 1.1474 1.1281 0.044
O -3.6407 1.8475 2.0689 -0.043
H -4.2097 1.1781 1.6833 0.048
H -3.6510 2.6758 1.5939 0.062
O -1.1146 2.3533 5.3064 -0.033
H -0.6785 1.6901 4.7547 0.014
H -1.7983 2.5964 4.7091 0.012
O -2.9873 -0.9326 1.1793 -0.037
H 2.3258 -3.2450 -4.5185 0.033
H -0.2299 -1.8276 1.2460 0.101
O -1.4181 -0.3497 -2.1349 -0.062
H -1.7617 -1.6801 -5.2941 0.071
H -1.2248 0.5901 -2.2683 0.056
O -0.1485 1.1699 0.9038 -0.046
H 0.6488 2.9282 3.9309 0.050
H -0.1152 1.2186 -0.0505 0.021
H -0.5878 3.0576 -5.2133 0.032
H -2.5652 -0.4088 0.4919 0.040
```

Summary:
E_tot: -1376.20834 hartree
LUMO: -2.73 eV
ΔE to the lowest compared entry with this formula, charge and spin: 472.35 kJ/mol
Orbital gap: 10.13 eV
Total charge: +1
E_HOMO: -12.862 eV

***

[4]
Formula: H39O20
Source: OMol25
Level of theory: wB97M-V/def2-TZVPD

```
59
Properties=species:S:1:pos:R:3:lowdin_charge:R:1
O 2.3543 -3.5934 -3.1387 -0.018
H -1.3570 1.4822 0.7171 0.049
O -2.6510 -2.9896 -3.3931 -0.078
H -3.4153 -3.0225 -2.8043 0.021
H -1.9429 -3.2916 -2.7962 -0.005
O 1.5022 -0.4667 -2.8506 -0.091
H -1.6918 -1.0004 1.8186 -0.032
H 1.8675 -0.5284 -1.9133 0.080
O -2.8666 2.7747 -3.1662 -0.039
H -2.2854 2.6134 -3.8748 0.007
H -1.0070 -0.4447 4.9184 0.065
O -0.0928 -0.2847 5.3294 -0.070
H -3.2043 -2.1299 -1.0855 0.005
H 1.0069 -1.2717 -3.1329 0.038
O 2.8266 -0.9571 3.5884 -0.097
H 2.7703 -3.9973 -2.4338 0.001
H 1.5465 -3.1206 -3.2839 0.012
O 0.5805 0.0207 2.1193 -0.099
H 2.2038 1.1611 0.1327 -0.016
H 0.2200 -0.2630 2.9395 -0.009
O 1.7455 4.5010 -2.9911 -0.027
H 0.1230 -0.5687 1.4434 -0.012
H -2.5859 3.2988 0.4004 -0.014
O -0.0338 2.9503 -1.7200 -0.105
H -0.6315 3.6696 -1.8753 -0.007
H -0.3453 2.5576 -0.7988 0.071
O -2.2112 1.3611 0.2738 -0.041
H -2.8767 0.7681 0.6060 0.039
H -1.0611 -2.7922 -0.1400 -0.024
O -3.4429 -1.7729 -0.2278 -0.018
H -2.4816 2.5794 -2.3140 -0.001
H -2.8196 -1.9646 0.3992 -0.059
O -2.7306 1.5390 3.5423 -0.100
H -0.2695 0.2163 6.1254 0.033
H 2.9465 -0.0595 3.2227 0.027
O -1.3974 -3.2369 -0.9932 -0.141
H -0.7627 -3.9568 -1.1388 0.050
H 1.9628 3.9566 -3.7187 0.014
O -2.1549 -0.9170 2.6763 -0.144
H 2.3410 4.5547 -2.2750 0.014
H -1.9990 -1.9217 2.9796 0.115
O -0.4965 -3.3092 2.4618 -0.035
H -0.3394 -3.3210 1.4917 0.041
H 0.3322 -3.0429 2.7586 0.005
O 3.2211 0.6084 -4.2493 -0.135
H 3.3618 -0.3775 -4.3246 0.052
H -3.0089 0.5596 3.4105 0.054
O -2.0297 4.0515 0.2840 -0.059
H 3.6099 0.9913 -3.3966 0.062
H -2.5274 4.8917 0.3337 0.057
O -0.6430 -1.5267 0.5407 -0.345
H 1.9365 -0.9566 4.0489 0.029
H -1.8358 1.7028 3.3603 -0.020
O 6.0902 0.9115 -0.0483 0.001
H 5.9868 0.6093 -0.8809 -0.031
H 5.5760 1.0924 0.7089 0.024
O 2.1015 1.6804 0.9222 -0.142
H 1.7471 0.9923 1.6670 0.040
H -0.7617 -1.0101 -0.2550 0.012
```

Summary:
E_tot: -1528.12072 hartree
LUMO: 2.03 eV
ΔE to the lowest compared entry with this formula, charge and spin: 629.06 kJ/mol
Orbital gap: 9.36 eV
Total charge: -1
E_HOMO: -7.336 eV